Entry 1:
{
  "formula": "C39H50FeNO4P2Sb",
  "method": "wB97M-V/def2-TZVPD",
  "elements": ["Fe", "C", "N", "P", "C", "C", "C", "C", "C", "C", "C", "C", "C", "C", "C", "C", "P", "C", "C", "C", "C", "C", "C", "C", "C", "C", "C", "C", "C", "H", "H", "H", "H", "H", "H", "H", "H", "H", "H", "H", "H", "H", "H", "H", "H", "H", "H", "H", "H", "H", "H", "H", "O", "C", "O", "C", "O", "O", "C", "C", "C", "C", "Sb", "C", "C", "C", "C", "C", "C", "C", "C", "H", "H", "H", "H", "H", "H", "H", "H", "H", "H", "H", "H", "H", "H", "H", "H", "H", "H", "H", "H", "H", "H", "H", "H", "H", "H", "H"],
  "xyz": [[-0.099267, 0.124143, -1.081060], [-3.750766, -0.064194, 1.493595], [-2.480878, -0.003595, 0.754165], [-1.048679, 0.606578, 1.475042], [-1.077417, -0.093436, 3.152339], [-0.539749, -1.370241, 3.315999], [-0.606698, -2.015552, 4.540577], [-1.204423, -1.379760, 5.620192], [-1.733426, -0.105560, 5.470645], [-1.672104, 0.537928, 4.242523], [-1.339198, 2.375608, 1.738161], [-0.412273, 3.083152, 2.503490], [-0.517467, 4.458631, 2.635491], [-1.546876, 5.141788, 1.999463], [-2.466564, 4.444886, 1.230455], [-2.359669, 3.067665, 1.096187], [-2.136989, -1.103900, -0.490813], [-2.553099, -2.760280, 0.069599], [-3.871093, -3.211068, 0.131728], [-4.144678, -4.464622, 0.656069], [-3.109926, -5.273647, 1.108365], [-1.794650, -4.837166, 1.034354], [-1.518537, -3.582038, 0.514299], [-3.298596, -0.716492, -1.823618], [-3.502837, -1.653020, -2.836830], [-4.241799, -1.312112, -3.957892], [-4.773170, -0.033647, -4.080471], [-4.565502, 0.903112, -3.080202], [-3.827371, 0.564534, -1.953568], [-3.859291, 0.827257, 2.109555], [-3.784176, -0.942957, 2.142073], [-4.588677, -0.101666, 0.796634], [-0.067419, -1.866998, 2.478257], [-0.188331, -3.006715, 4.654250], [-1.254524, -1.876396, 6.579692], [-2.197682, 0.390322, 6.312398], [-2.088125, 1.532192, 4.137749], [0.393139, 2.560707, 3.011395], [0.202906, 4.998382, 3.235149], [-1.627378, 6.215563, 2.098437], [-3.265367, 4.971829, 0.726182], [-3.068979, 2.536904, 0.475428], [-4.680309, -2.591670, -0.235658], [-5.166895, -4.814140, 0.706430], [-3.329805, -6.253125, 1.511108], [-0.988203, -5.474407, 1.370902], [-0.490180, -3.244101, 0.440087], [-3.085528, -2.650105, -2.755818], [-4.397276, -2.041315, -4.740984], [-5.340550, 0.232731, -4.961396], [-4.964223, 1.903798, -3.177803], [-3.648979, 1.304730, -1.183926], [-1.288953, 1.434510, -4.836873], [-0.927685, 1.047926, -3.791233], [-0.372598, 0.152207, -3.162152], [-1.222217, 2.493266, -2.352627], [-1.879661, 3.374269, -2.762261], [-0.626395, 2.065105, -1.356051], [2.638720, -1.973067, 1.183252], [3.289647, -0.599453, 1.025600], [4.808689, -0.745274, 1.108856], [2.819406, 0.313867, 2.159690], [2.518974, 0.212718, -0.839254], [3.147520, -1.164605, -2.427254], [3.136823, -0.449835, -3.776282], [2.074019, -2.256715, -2.449932], [4.515601, -1.803791, -2.216167], [3.273984, 2.232760, -1.087898], [4.760051, 2.353274, -0.771374], [2.999197, 2.692537, -2.517697], [2.451563, 3.107019, -0.133945], [2.847982, -2.359209, 2.186632], [3.029096, -2.697212, 0.468267], [1.551857, -1.926679, 1.069747], [5.059584, -1.163653, 2.089580], [5.326843, 0.205631, 1.026875], [5.215299, -1.416323, 0.360156], [3.110975, -0.132246, 3.116314], [1.732411, 0.434451, 2.173650], [3.277069, 1.300216, 2.112083], [2.208199, 0.089526, -3.967159], [3.244260, -1.202373, -4.564278], [3.973128, 0.238290, -3.878401], [1.085107, -1.859132, -2.696915], [2.005528, -2.809088, -1.511740], [2.313795, -2.977811, -3.238525], [5.309561, -1.066607, -2.087477], [4.765814, -2.402026, -3.098244], [4.528327, -2.479151, -1.362224], [5.376110, 1.671972, -1.361095], [4.967033, 2.184511, 0.283707], [5.086201, 3.372778, -1.002377], [3.655245, 2.220886, -3.242471], [3.177445, 3.771289, -2.570594], [1.963875, 2.521373, -2.822560], [2.600629, 2.844723, 0.912481], [1.381303, 3.063206, -0.345356], [2.770160, 4.147429, -0.254931]],
  "atomic_forces_ev_per_a": [[-0.083, 0.013, 0.171], [0.041, -0.016, -0.007], [-0.224, -0.095, 0.225], [-0.063, 0.022, -0.243], [0.091, -0.054, 0.009], [-0.030, 0.001, 0.045], [-0.008, 0.041, -0.008], [0.011, -0.007, -0.016], [0.004, 0.024, -0.019], [-0.015, -0.003, 0.022], [-0.055, -0.029, -0.008], [0.040, 0.013, 0.065], [-0.035, -0.004, -0.024], [0.021, -0.037, -0.011], [0.008, -0.017, 0.005], [0.003, 0.038, -0.012], [-0.060, 0.490, -0.165], [0.102, -0.085, -0.001], [-0.006, -0.055, 0.048], [-0.008, 0.012, -0.019], [0.021, 0.004, -0.001], [-0.034, 0.029, -0.020], [0.010, -0.028, -0.010], [-0.014, -0.109, 0.076], [-0.046, -0.026, -0.011], [0.004, 0.059, 0.006], [0.017, -0.033, 0.009], [0.008, 0.014, 0.037], [0.011, 0.010, -0.066], [0.010, 0.018, -0.005], [-0.018, 0.014, 0.004], [0.012, -0.005, -0.027], [0.004, -0.011, -0.030], [0.001, -0.011, 0.004], [-0.002, -0.004, 0.014], [-0.005, 0.004, 0.009], [0.005, 0.002, -0.013], [-0.022, -0.009, -0.024], [0.013, 0.006, 0.008], [-0.002, 0.014, 0.012], [-0.003, 0.009, -0.003], [-0.017, -0.020, 0.016], [0.013, 0.016, 0.001], [-0.008, -0.006, 0.003], [-0.008, -0.009, 0.005], [0.003, -0.010, 0.005], [0.000, 0.020, -0.006], [0.007, 0.001, 0.023], [-0.004, -0.012, -0.011], [-0.010, 0.007, -0.010], [-0.003, 0.003, -0.007], [-0.021, -0.008, 0.013], [-0.120, -0.058, -0.126], [0.199, 0.176, 0.227], [0.008, -0.305, -0.201], [-0.050, -0.357, -0.133], [-0.071, 0.305, 0.022], [-0.131, 0.236, 0.151], [0.008, -0.040, 0.069], [0.100, 0.029, 0.129], [-0.058, -0.005, 0.075], [-0.075, -0.079, 0.036], [0.284, -0.338, -0.104], [0.099, -0.032, -0.050], [-0.008, -0.005, -0.029], [-0.082, -0.032, -0.089], [0.040, 0.009, 0.013], [-0.011, 0.097, 0.029], [0.007, 0.081, -0.053], [-0.034, 0.085, 0.006], [0.028, 0.033, -0.004], [0.001, 0.001, 0.000], [0.009, -0.011, -0.035], [0.001, 0.011, -0.022], [-0.005, -0.002, -0.001], [0.013, 0.103, -0.017], [0.004, -0.065, -0.099], [-0.014, -0.011, 0.002], [0.049, 0.005, -0.030], [0.056, 0.034, -0.009], [-0.025, 0.020, 0.023], [-0.016, 0.003, -0.003], [0.038, 0.049, 0.011], [0.016, 0.038, 0.021], [0.006, 0.002, 0.036], [0.052, -0.011, 0.030], [-0.005, 0.019, 0.000], [-0.010, 0.001, -0.005], [0.000, -0.010, 0.064], [-0.019, -0.018, -0.013], [0.004, -0.038, 0.061], [0.007, -0.005, 0.002], [0.039, -0.056, -0.047], [-0.007, -0.005, -0.006], [-0.014, -0.014, 0.008], [0.006, -0.014, 0.026], [0.026, -0.010, -0.016], [-0.002, 0.004, -0.007]],
  "lowdin_spin": [3.702, 0.000, 0.001, 0.038, 0.009, 0.001, 0.000, 0.001, 0.000, 0.003, 0.006, 0.002, 0.000, 0.002, 0.001, 0.005, 0.027, 0.007, 0.001, 0.000, 0.000, 0.000, 0.002, 0.006, 0.002, 0.001, 0.002, 0.001, 0.005, 0.000, 0.000, 0.000, 0.000, 0.000, 0.000, 0.000, 0.000, 0.000, 0.000, 0.000, 0.000, 0.000, 0.000, 0.000, 0.000, 0.000, 0.001, 0.000, 0.000, 0.000, 0.000, 0.001, 0.186, 0.170, 0.168, 0.203, 0.202, 0.175, 0.002, 0.004, 0.001, 0.000, 0.021, 0.004, 0.001, 0.010, 0.001, 0.006, 0.001, 0.001, 0.001, 0.000, 0.000, 0.003, 0.000, 0.000, 0.000, 0.000, 0.000, 0.000, 0.001, 0.000, 0.000, 0.006, 0.001, 0.000, 0.000, 0.000, 0.000, 0.000, 0.000, 0.000, 0.000, 0.000, 0.001, 0.000, 0.001, 0.000],
  "relative_energy_kj_mol": 0.00,
  "charge": 1,
  "spin_multiplicity": 6,
  "energy_ev": -110432.6079,
  "gap_ev": [8.433, 7.480]
}



Entry 2:
{
  "formula": "C39H50N8O2PTi",
  "method": "wB97M-V/def2-TZVPD",
  "elements": ["Ti", "C", "C", "C", "C", "C", "C", "N", "C", "C", "C", "C", "C", "C", "N", "N", "C", "C", "C", "C", "C", "N", "H", "H", "H", "H", "H", "H", "H", "H", "H", "H", "H", "H", "H", "N", "C", "C", "O", "O", "H", "H", "H", "H", "N", "C", "N", "C", "N", "C", "C", "C", "C", "C", "C", "P", "C", "C", "C", "C", "C", "C", "C", "C", "C", "C", "C", "C", "H", "H", "H", "H", "H", "H", "H", "H", "H", "H", "H", "H", "H", "H", "H", "H", "H", "H", "H", "H", "H", "H", "H", "H", "H", "H", "H", "H", "H", "H", "H", "H", "H"],
  "xyz": [[-0.429718, -0.104920, 0.765950], [-0.283591, -4.075101, 4.733597], [-0.658100, -2.851441, 5.278579], [-0.401850, -1.672538, 4.598522], [0.240315, -1.690887, 3.351951], [0.624644, -2.923804, 2.823513], [0.359136, -4.102079, 3.504378], [0.414493, -0.524301, 2.599371], [0.934717, 0.614047, 3.216717], [1.779719, 0.630059, 4.322499], [2.262362, 1.837804, 4.814787], [1.919432, 3.039143, 4.204328], [1.079514, 3.040175, 3.097031], [0.587820, 1.838387, 2.611894], [-0.285763, 1.678044, 1.537564], [-0.869844, 2.798177, 1.001773], [-1.722673, 2.401732, 0.099365], [-2.592505, 3.329769, -0.585735], [-3.577017, 2.868214, -1.386506], [-3.742835, 1.454272, -1.569878], [-2.854596, 0.620187, -0.977518], [-1.827633, 1.043404, -0.176855], [-0.486442, -4.995413, 5.265789], [-1.157832, -2.815586, 6.239463], [-0.689883, -0.717024, 5.023677], [1.136573, -2.954308, 1.870242], [0.665039, -5.042646, 3.065991], [2.065727, -0.305060, 4.787964], [2.921348, 1.835419, 5.674239], [2.308896, 3.974729, 4.585620], [0.787829, 3.957025, 2.602893], [-2.435794, 4.383257, -0.400831], [-4.242720, 3.558780, -1.890151], [-4.535520, 1.054594, -2.186323], [-2.895314, -0.450479, -1.141881], [-2.243220, -1.071329, 1.799288], [-2.357859, -2.473352, 1.361340], [-1.265673, -2.831111, 0.352909], [-1.024541, -3.987853, 0.090319], [-0.695533, -1.786237, -0.194696], [-2.017981, -1.036088, 2.787325], [-3.106185, -0.565230, 1.649700], [-3.310922, -2.636565, 0.852439], [-2.299958, -3.165442, 2.201195], [4.232700, -3.254790, 1.531424], [3.819086, -2.395267, 0.875770], [3.428616, -1.441830, 0.066902], [2.382069, -0.745919, 0.103012], [1.449114, -0.036699, 0.008184], [-2.952146, 1.474029, -6.820584], [-2.804603, 2.282514, -5.537203], [-1.586349, 1.801403, -4.734977], [-1.345227, 0.282148, -4.876447], [-2.690328, -0.406040, -5.122770], [-3.269180, 0.006962, -6.484643], [-0.527727, -0.337246, -3.331039], [1.104743, 0.571778, -3.333297], [1.031329, 1.932431, -2.621639], [2.434095, 2.403407, -2.211332], [3.499049, 1.995919, -3.245300], [2.869734, 1.880337, -4.628722], [1.872128, 0.712900, -4.663943], [0.042862, -2.062347, -3.715292], [-1.028933, -3.094372, -3.334061], [-0.491178, -4.510949, -3.510804], [-0.036376, -4.778448, -4.964985], [-0.064749, -3.510282, -5.817608], [0.644743, -2.355211, -5.113826], [-2.014114, 1.535045, -7.381008], [-3.728107, 1.893433, -7.465108], [-3.712849, 2.170064, -4.936899], [-2.706483, 3.348807, -5.753437], [-1.734919, 2.052411, -3.679968], [-0.696662, 2.342885, -5.064948], [-0.716985, 0.090177, -5.753761], [-3.372980, -0.129054, -4.314153], [-2.595633, -1.491655, -5.086318], [-4.351973, -0.147400, -6.480317], [-2.864123, -0.644830, -7.263920], [1.700390, -0.069527, -2.671960], [0.391889, 1.872142, -1.739479], [0.576894, 2.670886, -3.286885], [2.678961, 1.984146, -1.235118], [2.426476, 3.490529, -2.095857], [3.934439, 1.029217, -2.973677], [4.321505, 2.714581, -3.250473], [3.630502, 1.736939, -5.400648], [2.358601, 2.819312, -4.865612], [2.423392, -0.211202, -4.856576], [1.190172, 0.849293, -5.506815], [0.826771, -2.189925, -2.957450], [-1.934611, -2.969202, -3.934022], [-1.310842, -2.938515, -2.295266], [-1.252900, -5.232317, -3.209407], [0.341078, -4.643155, -2.816556], [-0.663192, -5.545205, -5.427352], [0.983532, -5.172808, -4.968448], [-1.098972, -3.225820, -6.034454], [0.411327, -3.699836, -6.783960], [0.612124, -1.471943, -5.754092], [1.703498, -2.612253, -5.009170]],
  "atomic_forces_ev_per_a": [[0.044, -0.137, 1.378], [0.001, -0.001, -0.006], [-0.001, -0.024, 0.009], [-0.011, 0.039, 0.018], [0.040, -0.076, -0.048], [-0.016, -0.017, -0.012], [-0.005, 0.001, 0.022], [-0.204, 0.555, -0.052], [-0.002, -0.127, -0.118], [0.097, 0.037, 0.089], [-0.036, -0.036, -0.041], [-0.028, -0.036, -0.041], [0.010, 0.096, 0.048], [-0.191, -0.011, -0.108], [0.146, 0.137, -0.337], [-0.026, -0.139, 0.270], [-0.315, 0.183, -0.191], [0.173, -0.131, 0.055], [0.005, -0.163, -0.016], [0.025, 0.166, 0.057], [0.168, -0.061, -0.025], [-0.214, 0.379, -0.070], [-0.004, -0.008, 0.005], [0.000, -0.001, 0.003], [0.004, -0.011, -0.004], [0.016, 0.004, -0.005], [-0.001, -0.013, -0.007], [0.009, 0.007, 0.004], [0.006, -0.002, 0.005], [0.002, 0.002, 0.008], [0.004, -0.006, 0.008], [-0.002, 0.010, -0.001], [-0.007, 0.006, 0.011], [0.010, -0.001, -0.021], [0.009, 0.012, 0.000], [0.124, -0.234, -0.093], [-0.109, -0.073, 0.008], [-0.080, 0.166, -0.178], [-0.048, -0.009, -0.066], [-0.141, -0.684, -0.011], [-0.056, 0.077, 0.010], [0.068, 0.116, -0.037], [0.005, -0.023, 0.043], [0.013, 0.015, -0.024], [0.042, -0.045, 0.042], [-0.088, -0.104, 0.171], [0.313, 0.171, -0.336], [-0.141, -0.005, -0.069], [0.326, -0.054, -0.310], [-0.006, -0.007, 0.017], [0.022, 0.013, -0.020], [-0.010, 0.000, -0.006], [-0.063, -0.060, -0.042], [0.015, -0.051, -0.029], [0.000, 0.013, 0.001], [0.113, 0.157, -0.014], [0.050, 0.018, 0.073], [-0.028, -0.015, -0.031], [0.004, -0.002, -0.030], [-0.018, 0.006, 0.012], [0.013, -0.004, -0.005], [0.048, -0.031, 0.025], [0.004, -0.050, 0.016], [-0.013, -0.024, -0.017], [-0.025, 0.006, -0.037], [-0.004, 0.002, 0.014], [0.051, -0.006, -0.010], [-0.022, -0.002, -0.031], [0.001, 0.001, -0.008], [0.009, -0.002, -0.007], [-0.012, 0.004, 0.010], [-0.014, -0.002, 0.005], [0.029, 0.015, 0.003], [0.020, -0.013, -0.013], [-0.008, 0.058, 0.006], [-0.015, -0.011, 0.019], [0.004, 0.027, -0.002], [0.001, -0.004, 0.000], [-0.012, 0.000, -0.001], [-0.027, 0.003, 0.015], [-0.002, 0.003, -0.007], [-0.026, -0.006, 0.019], [0.019, 0.003, 0.021], [-0.007, 0.006, 0.006], [0.002, -0.008, -0.005], [0.004, -0.005, 0.020], [-0.002, 0.010, 0.004], [0.000, 0.007, -0.014], [-0.033, 0.008, -0.013], [-0.017, 0.016, -0.006], [0.016, 0.006, -0.046], [0.006, 0.006, 0.014], [-0.009, 0.011, 0.025], [0.012, -0.009, 0.017], [0.014, -0.002, 0.009], [0.003, 0.003, -0.008], [0.002, -0.018, 0.003], [-0.013, -0.001, 0.000], [-0.026, 0.003, -0.006], [0.011, -0.032, 0.018], [0.005, 0.007, 0.001]],
  "lowdin_charge": [1.043, -0.108, -0.097, -0.054, -0.314, -0.026, -0.072, -0.057, -0.248, -0.037, -0.115, -0.121, -0.037, -0.230, -0.146, 0.066, -0.385, -0.030, -0.105, -0.115, -0.195, -0.047, 0.092, 0.095, 0.119, 0.105, 0.110, 0.111, 0.090, 0.087, 0.095, 0.102, 0.095, 0.088, 0.095, 0.007, -0.121, -0.635, 0.070, -0.182, 0.077, 0.098, 0.127, 0.121, 0.086, -0.409, 0.099, -0.301, 0.077, -0.207, -0.201, -0.207, -0.456, -0.210, -0.192, 1.139, -0.433, -0.224, -0.187, -0.200, -0.206, -0.198, -0.424, -0.231, -0.181, -0.194, -0.215, -0.192, 0.109, 0.101, 0.105, 0.106, 0.088, 0.102, 0.091, 0.103, 0.081, 0.104, 0.103, 0.089, 0.075, 0.094, 0.090, 0.107, 0.111, 0.101, 0.103, 0.108, 0.103, 0.088, 0.109, 0.091, 0.076, 0.105, 0.113, 0.098, 0.103, 0.100, 0.105, 0.077, 0.113],
  "relative_energy_kj_mol": 53.58,
  "charge": -1,
  "energy_ev": -89680.8167,
  "gap_ev": [6.427, 6.426]
}